A:
Below is 11 unconnected molecules or ions with the total composition C61H141N7O11, with properties calculated with ωB97M-V/def2-TZVPD.

Values from the calculation:
HOMO (eV): -7.96
Molecular weight (g mol⁻¹): 1148.84
Structure (SMILES): CC1(C)CCCC(C)(C)N1O.CC1(C)CCCC(C)(C)N1O.CC1(C)CCCC(C)(C)N1O.CC1(C)CCCC(C)(C)N1O.CC1(C)CCCC(C)(C)N1O.COC[C@H](C)N.COC[C@H](C)N.CCO.CCO.CCO.CCO
Multiplicity: 1
Gap between HOMO and LUMO (eV): 8.434

Last column: Löwdin charge in e.
CARTESIAN COORDINATES (ANGSTROEM)
C 3.32 7.70 0.44  -0.02
C 1.94 7.87 1.11  -0.51
C 0.80 7.55 0.08  -0.11
C 0.62 6.04 -0.18  -0.17
C 0.35 5.31 1.12  -0.14
C 1.51 5.50 2.06  -0.50
N 1.67 6.96 2.25  -0.10
O 2.78 7.13 3.11  -0.04
C 1.22 4.95 3.50  -0.03
C 2.77 4.75 1.53  -0.02
C 1.80 9.26 1.72  -0.04
H 4.04 7.47 1.28  0.10
H 3.65 8.71 0.10  0.09
H 3.40 6.93 -0.33  0.05
H -0.16 7.91 0.43  0.12
H 1.13 7.98 -0.86  0.11
H 1.56 5.58 -0.62  0.10
H -0.11 5.77 -0.93  0.10
H 0.01 4.26 1.04  0.11
H -0.41 5.96 1.63  0.14
H 0.97 3.87 3.47  0.06
H 2.11 4.96 4.13  0.07
H 0.33 5.49 3.94  0.11
H 2.38 3.73 1.36  0.08
H 3.23 5.12 0.66  0.01
H 3.48 4.65 2.36  0.09
H 1.60 9.99 0.91  0.10
H 2.69 9.47 2.29  0.08
H 0.95 9.20 2.41  0.09
H 2.43 7.62 3.81  0.08
C 0.13 -0.20 8.39  -0.02
C -0.81 -0.27 7.14  -0.49
C -1.02 1.16 6.54  -0.11
C 0.23 1.65 5.85  -0.18
C 0.78 0.67 4.84  -0.17
C 1.12 -0.66 5.43  -0.50
N -0.17 -1.05 6.04  -0.08
O 0.09 -2.34 6.57  -0.07
C 1.44 -1.74 4.35  -0.04
C 2.37 -0.61 6.35  -0.02
C -2.08 -0.99 7.49  -0.05
H 0.61 -1.14 8.60  0.07
H -0.39 0.05 9.34  0.09
H 0.89 0.56 8.29  0.05
H -1.81 1.02 5.80  0.12
H -1.36 1.88 7.27  0.12
H 1.01 1.82 6.61  0.11
H 0.01 2.59 5.37  0.10
H 1.70 1.11 4.41  0.13
H 0.13 0.57 3.96  0.12
H 0.68 -1.85 3.54  0.09
H 2.30 -1.37 3.81  0.07
H 1.62 -2.69 4.85  0.07
H 2.26 -1.55 6.90  0.09
H 3.26 -0.52 5.74  0.09
H 2.43 0.21 7.04  0.06
H -1.87 -1.87 8.08  0.08
H -2.72 -1.17 6.62  0.09
H -2.66 -0.39 8.18  0.08
H -0.61 -2.91 6.21  0.12
C 2.95 2.74 -5.25  -0.02
C 4.36 2.91 -4.64  -0.50
C 4.71 4.40 -4.52  -0.13
C 4.01 5.15 -3.37  -0.19
C 4.28 4.45 -2.07  -0.12
C 3.89 2.92 -2.11  -0.50
N 4.56 2.35 -3.29  -0.08
O 4.20 0.98 -3.35  -0.09
C 4.59 2.20 -0.93  -0.02
C 2.40 2.69 -2.07  -0.02
C 5.33 2.12 -5.49  -0.04
H 2.97 2.92 -6.29  0.08
H 2.18 3.30 -4.76  0.05
H 2.65 1.74 -5.10  0.05
H 5.79 4.60 -4.47  0.12
H 4.47 4.92 -5.49  0.13
H 2.96 5.19 -3.57  0.09
H 4.25 6.21 -3.21  0.12
H 3.76 4.93 -1.20  0.08
H 5.39 4.49 -1.91  0.14
H 4.20 2.62 0.01  0.07
H 4.35 1.13 -1.01  0.08
H 5.68 2.27 -0.93  0.09
H 2.23 1.61 -2.15  0.09
H 2.01 3.08 -1.09  0.09
H 1.79 3.24 -2.83  0.08
H 5.22 2.38 -6.57  0.10
H 5.13 1.04 -5.42  0.08
H 6.37 2.28 -5.19  0.09
H 4.95 0.41 -3.14  0.11
C -6.43 -1.74 -1.76  -0.03
C -6.44 -3.14 -1.19  -0.54
C -5.27 -3.35 -0.26  -0.14
C -5.38 -2.56 1.01  -0.21
C -6.62 -2.88 1.76  -0.14
C -7.90 -2.71 0.85  -0.48
N -7.67 -3.41 -0.42  -0.06
O -8.76 -3.03 -1.30  -0.05
C -9.08 -3.46 1.53  -0.03
C -8.26 -1.19 0.74  -0.01
C -6.34 -4.21 -2.31  -0.03
H -5.76 -1.85 -2.63  0.07
H -6.09 -1.06 -1.01  0.06
H -7.44 -1.45 -2.16  0.11
H -5.30 -4.42 -0.03  0.13
H -4.33 -3.16 -0.75  0.10
H -5.37 -1.47 0.85  0.09
H -4.49 -2.72 1.68  0.13
H -6.78 -2.07 2.52  0.13
H -6.53 -3.87 2.23  0.13
H -9.99 -3.32 0.97  0.06
H -8.85 -4.51 1.63  0.08
H -9.31 -3.00 2.50  0.09
H -8.75 -0.78 1.60  0.08
H -7.51 -0.53 0.43  0.03
H -9.02 -1.27 -0.04  0.08
H -5.31 -4.34 -2.63  0.07
H -7.00 -3.90 -3.18  0.10
H -6.61 -5.19 -1.94  0.08
H -9.26 -3.83 -1.34  0.09
C 4.49 -2.99 0.80  -0.02
C 4.19 -4.37 1.36  -0.49
C 3.60 -4.25 2.80  -0.15
C 3.05 -5.54 3.32  -0.17
C 1.95 -5.94 2.33  -0.12
C 2.39 -6.19 0.89  -0.50
N 3.20 -5.04 0.45  -0.07
O 3.84 -5.39 -0.81  -0.05
C 3.22 -7.47 0.72  -0.02
C 1.23 -6.22 -0.13  -0.03
C 5.48 -5.21 1.36  -0.03
H 4.91 -3.13 -0.20  0.09
H 5.25 -2.61 1.44  0.08
H 3.64 -2.30 0.76  0.07
H 4.46 -3.89 3.36  0.12
H 2.90 -3.42 2.82  0.08
H 2.73 -5.42 4.35  0.11
H 3.86 -6.26 3.32  0.11
H 1.22 -5.08 2.36  0.13
H 1.44 -6.85 2.64  0.11
H 4.24 -7.26 0.86  0.03
H 2.94 -8.22 1.47  0.09
H 3.17 -7.76 -0.32  0.08
H 1.56 -6.32 -1.16  0.08
H 0.61 -7.09 0.11  0.09
H 0.62 -5.38 0.01  0.04
H 6.19 -4.83 2.10  0.09
H 5.88 -5.14 0.38  0.07
H 5.33 -6.26 1.60  0.06
H 3.60 -4.63 -1.40  0.07
C -5.03 1.57 1.46  -0.08
C -3.87 1.97 0.56  -0.34
O -2.89 2.60 1.34  -0.10
H -5.42 2.43 2.01  0.08
H -4.73 0.79 2.15  0.07
H -5.74 1.08 0.79  0.06
H -4.26 2.68 -0.17  0.11
H -3.43 1.07 0.09  0.10
H -2.12 2.82 0.75  0.06
C 2.83 -1.73 -4.86  -0.06
C 3.27 -1.90 -3.37  -0.27
O 2.89 -3.16 -2.70  -0.14
H 3.18 -2.49 -5.55  0.07
H 3.18 -0.72 -5.10  0.05
H 1.73 -1.83 -4.82  0.07
H 2.93 -1.03 -2.76  0.09
H 4.40 -1.83 -3.34  0.12
H 1.98 -3.08 -2.34  0.02
C -0.22 -5.25 -3.81  -0.10
C -0.97 -4.22 -4.65  -0.26
O -1.45 -3.20 -3.69  -0.15
H -0.95 -5.74 -3.19  0.08
H 0.65 -4.90 -3.25  0.05
H 0.21 -6.06 -4.41  0.08
H -1.83 -4.70 -5.13  0.11
H -0.35 -3.79 -5.44  0.11
H -2.16 -2.70 -4.14  0.03
C -1.93 3.54 -2.58  -0.07
C -1.16 2.31 -2.09  -0.26
O -0.76 2.60 -0.70  -0.15
H -2.41 3.39 -3.53  0.06
H -1.30 4.44 -2.64  0.07
H -2.71 3.78 -1.87  0.06
H -0.32 2.20 -2.83  0.09
H -1.71 1.36 -2.00  0.10
H -0.32 1.73 -0.40  0.08
C -3.90 0.19 -3.54  -0.05
C -3.42 -0.30 -4.87  -0.41
C -1.94 0.02 -5.17  -0.26
O -1.78 1.36 -5.32  -0.18
C -0.43 1.69 -5.68  -0.08
N -3.65 -1.74 -5.11  0.04
H -4.96 0.16 -3.36  0.07
H -3.44 1.18 -3.53  0.06
H -3.40 -0.42 -2.72  0.10
H -4.04 0.24 -5.65  0.15
H -1.68 -0.48 -6.08  0.12
H -1.34 -0.40 -4.35  0.13
H -0.27 2.78 -5.64  0.10
H -0.05 1.38 -6.70  0.11
H 0.13 1.18 -4.92  0.06
H -4.58 -2.07 -4.82  0.08
H -3.65 -1.95 -6.10  0.08
C -1.51 -1.84 -0.29  -0.05
C -0.22 -1.73 -1.00  -0.42
C 0.89 -1.16 -0.15  -0.20
O 0.55 0.17 0.22  -0.22
C 1.21 0.71 1.38  -0.06
N 0.36 -3.03 -1.47  0.07
H -1.39 -2.35 0.67  0.09
H -2.24 -2.38 -0.91  0.07
H -1.90 -0.79 -0.14  0.09
H -0.32 -1.06 -1.88  0.14
H 1.88 -1.24 -0.66  0.12
H 1.01 -1.81 0.76  0.13
H 1.25 -0.01 2.23  0.06
H 0.58 1.58 1.60  0.09
H 2.24 1.01 1.28  0.08
H 0.48 -3.64 -0.68  0.06
H -0.30 -3.37 -2.19  0.04



B:
Below is 11 unconnected molecules or ions with the total composition C61H141N7O11, with properties calculated with ωB97M-V/def2-TZVPD.

Values from the calculation:
HOMO (eV): -7.92
Molecular weight (g mol⁻¹): 1148.84
Structure (SMILES): CC1(C)CCCC(C)(C)N1O.CC1(C)CCCC(C)(C)N1O.CC1(C)CCCC(C)(C)N1O.CC1(C)CCCC(C)(C)N1O.CC1(C)CCCC(C)(C)N1O.COC[C@H](C)N.COC[C@H](C)N.CCO.CCO.CCO.CCO
Multiplicity: 1
Gap between HOMO and LUMO (eV): 8.404

Last column: Löwdin charge in e.
CARTESIAN COORDINATES (ANGSTROEM)
C 3.34 -5.10 0.35  -0.06
C 3.73 -3.65 0.55  -0.46
C 5.19 -3.43 1.01  -0.21
O 5.43 -2.07 1.29  -0.19
C 6.52 -1.84 2.17  -0.09
N 3.54 -2.95 -0.66  0.04
H 3.83 -5.43 -0.57  0.08
H 2.28 -5.19 0.13  0.06
H 3.53 -5.70 1.24  0.09
H 3.00 -3.29 1.28  0.13
H 5.91 -3.90 0.34  0.13
H 5.35 -4.08 1.87  0.11
H 7.41 -2.28 1.73  0.09
H 6.28 -2.24 3.16  0.09
H 6.74 -0.79 2.37  0.07
H 3.96 -3.38 -1.48  0.08
H 4.04 -2.07 -0.63  0.07
C 0.07 -2.05 0.46  -0.04
C -0.66 -1.03 1.33  -0.32
C -0.09 0.41 1.13  -0.17
O -0.75 1.30 2.02  -0.25
C -0.28 2.66 1.95  -0.05
N -2.10 -0.92 0.90  0.07
H -0.30 -3.08 0.54  0.06
H 1.14 -2.02 0.63  0.06
H -0.11 -1.89 -0.60  0.07
H -0.57 -1.30 2.38  0.13
H -0.10 0.87 0.14  0.12
H 0.95 0.36 1.47  0.11
H -0.34 2.95 0.90  0.09
H 0.66 2.83 2.48  0.07
H -1.06 3.27 2.43  0.08
H -2.42 -0.03 1.25  0.04
H -2.04 -0.67 -0.08  0.06
C -0.61 -5.71 -1.71  -0.02
C -0.18 -7.06 -2.37  -0.42
C -0.28 -8.10 -1.21  -0.14
C -1.72 -8.43 -0.89  -0.21
C -2.40 -8.93 -2.18  -0.12
C -2.41 -7.91 -3.42  -0.43
N -1.02 -7.44 -3.59  -0.17
O -0.90 -6.57 -4.58  -0.01
C -2.78 -8.74 -4.70  -0.05
C -3.51 -6.84 -3.19  -0.02
C 1.27 -6.99 -2.91  -0.03
H -0.75 -4.92 -2.45  0.07
H 0.12 -5.37 -0.97  0.07
H -1.52 -5.82 -1.12  0.06
H 0.12 -9.04 -1.60  0.11
H 0.15 -7.88 -0.23  0.12
H -2.29 -7.60 -0.47  0.08
H -1.74 -9.20 -0.12  0.11
H -3.36 -9.32 -1.82  0.11
H -1.84 -9.82 -2.48  0.11
H -3.74 -9.22 -4.59  0.08
H -2.85 -8.21 -5.65  0.07
H -2.08 -9.54 -4.93  0.08
H -3.23 -5.84 -3.51  0.06
H -4.34 -6.95 -3.89  0.07
H -3.92 -6.84 -2.18  0.07
H 1.42 -6.20 -3.66  0.07
H 1.55 -7.91 -3.41  0.08
H 2.05 -6.82 -2.16  0.07
H -0.47 -7.10 -5.26  0.12
C 2.30 0.88 -2.28  -0.02
C 2.21 2.22 -3.07  -0.44
C 3.76 2.45 -3.45  -0.12
C 3.89 3.45 -4.62  -0.17
C 3.07 2.88 -5.78  -0.13
C 1.51 2.84 -5.52  -0.47
N 1.38 2.05 -4.26  -0.10
O 0.05 2.03 -3.84  -0.04
C 0.83 4.27 -5.56  0.00
C 0.87 2.01 -6.58  -0.05
C 1.76 3.41 -2.20  -0.02
H 2.95 0.98 -1.41  0.07
H 2.57 -0.07 -2.76  0.07
H 1.32 0.71 -1.84  0.06
H 4.30 2.76 -2.56  0.09
H 4.15 1.46 -3.71  0.11
H 4.94 3.51 -4.89  0.11
H 3.48 4.41 -4.31  0.10
H 3.41 1.87 -6.02  0.12
H 3.31 3.44 -6.68  0.11
H -0.26 4.22 -5.53  0.05
H 1.12 4.92 -4.73  0.06
H 1.20 4.78 -6.45  0.08
H 1.13 2.35 -7.58  0.09
H 1.15 0.96 -6.53  0.07
H -0.21 2.13 -6.48  0.08
H 2.37 3.56 -1.31  0.06
H 0.71 3.44 -1.91  0.07
H 1.94 4.40 -2.60  0.07
H -0.19 1.13 -3.62  0.06
C -0.96 1.86 9.25  -0.03
C -1.82 1.36 8.03  -0.45
C -2.11 2.68 7.27  -0.15
C -1.01 3.18 6.34  -0.18
C -0.45 2.07 5.43  -0.12
C -0.13 0.76 6.24  -0.48
N -1.23 0.34 7.14  -0.09
O -0.97 -0.89 7.79  -0.01
C 0.01 -0.31 5.14  -0.04
C 1.25 0.94 6.88  -0.02
C -3.19 0.75 8.46  -0.04
H -0.51 1.05 9.82  0.08
H -1.56 2.32 10.03  0.08
H -0.16 2.55 8.99  0.06
H -3.04 2.69 6.71  0.11
H -2.41 3.48 7.95  0.12
H -0.19 3.57 6.93  0.10
H -1.37 4.08 5.84  0.11
H 0.40 2.54 4.92  0.10
H -1.20 1.84 4.68  0.09
H 0.05 -1.29 5.62  0.08
H -0.96 -0.40 4.66  0.08
H 0.72 0.01 4.38  0.09
H 1.68 0.00 7.23  0.09
H 1.90 1.37 6.11  0.06
H 1.28 1.66 7.69  0.07
H -3.65 1.43 9.18  0.08
H -3.10 -0.20 8.97  0.07
H -4.00 0.57 7.75  0.08
H -1.69 -1.49 7.55  0.10
C 5.84 5.98 1.27  -0.06
C 5.74 4.45 1.36  -0.45
C 7.15 3.98 1.98  -0.10
C 7.07 2.48 2.46  -0.18
C 5.91 2.29 3.48  -0.14
C 4.51 2.71 2.87  -0.41
N 4.59 4.10 2.29  -0.10
O 3.33 4.61 1.84  -0.02
C 4.19 1.54 1.79  -0.02
C 3.48 2.62 4.03  -0.05
C 5.53 3.83 -0.06  -0.03
H 5.08 6.44 0.64  0.08
H 6.82 6.20 0.86  0.08
H 5.74 6.43 2.26  0.08
H 7.98 3.99 1.28  0.11
H 7.37 4.70 2.76  0.11
H 8.03 2.19 2.87  0.10
H 6.89 1.82 1.61  0.08
H 6.17 2.79 4.41  0.11
H 5.83 1.24 3.77  0.10
H 3.61 2.02 1.01  0.06
H 4.95 0.93 1.30  0.06
H 3.56 0.79 2.27  0.07
H 3.62 3.44 4.74  0.09
H 2.45 2.57 3.67  0.05
H 3.58 1.77 4.70  0.07
H 4.47 3.83 -0.33  0.05
H 5.93 2.82 -0.14  0.07
H 6.05 4.45 -0.79  0.08
H 3.09 5.27 2.49  0.10
C -4.85 5.23 -4.37  -0.07
C -3.96 4.43 -3.50  -0.50
C -3.41 5.46 -2.50  -0.15
C -2.77 4.87 -1.27  -0.19
C -3.66 3.83 -0.59  -0.12
C -4.25 2.73 -1.55  -0.44
N -4.75 3.38 -2.78  -0.11
O -5.49 2.59 -3.62  0.00
C -3.15 1.67 -1.76  -0.02
C -5.48 2.14 -0.82  -0.02
C -2.84 3.89 -4.42  -0.02
H -5.62 5.70 -3.76  0.09
H -5.52 4.71 -5.06  0.08
H -4.27 5.97 -4.93  0.09
H -2.70 6.13 -2.99  0.12
H -4.17 6.14 -2.10  0.12
H -2.47 5.63 -0.55  0.11
H -1.80 4.53 -1.64  0.10
H -4.51 4.36 -0.17  0.12
H -3.06 3.45 0.24  0.10
H -2.15 1.99 -2.05  0.06
H -2.87 1.08 -0.89  0.06
H -3.33 1.00 -2.60  0.07
H -5.94 1.31 -1.36  0.07
H -5.28 1.73 0.17  0.07
H -6.28 2.87 -0.76  0.09
H -3.24 3.36 -5.28  0.09
H -2.21 3.23 -3.84  0.06
H -2.26 4.77 -4.69  0.08
H -4.87 2.08 -4.14  0.09
C 0.75 -1.35 -4.94  -0.08
C 0.37 -1.76 -3.53  -0.29
O -0.48 -0.72 -3.06  -0.12
H 1.61 -0.69 -4.80  0.06
H -0.02 -0.81 -5.49  0.08
H 1.01 -2.22 -5.55  0.08
H 1.23 -1.85 -2.86  0.10
H -0.16 -2.71 -3.60  0.10
H -1.35 -0.85 -3.44  0.06
C -4.12 3.18 3.41  -0.05
C -4.48 1.67 3.04  -0.26
O -3.46 1.35 2.16  -0.14
H -4.01 3.78 2.51  0.06
H -3.18 3.30 3.94  0.04
H -4.90 3.58 4.06  0.06
H -5.46 1.56 2.57  0.11
H -4.41 0.89 3.80  0.11
H -2.61 1.56 2.56  0.04
C -4.77 -1.45 -2.18  -0.05
C -3.98 -2.48 -3.06  -0.30
O -3.20 -1.90 -4.07  -0.09
H -5.22 -0.65 -2.78  0.07
H -4.06 -0.95 -1.53  0.04
H -5.46 -2.00 -1.54  0.08
H -4.60 -3.15 -3.66  0.10
H -3.41 -3.17 -2.45  0.10
H -2.84 -2.58 -4.64  0.09
C -4.24 -5.10 0.97  -0.08
C -3.31 -3.93 1.17  -0.37
O -3.99 -2.85 0.67  -0.11
H -4.92 -5.22 1.82  0.07
H -3.63 -6.01 0.99  0.05
H -4.74 -5.03 0.00  0.08
H -2.52 -4.11 0.44  0.08
H -2.88 -3.71 2.14  0.12
H -3.38 -2.11 0.70  0.00



Which one is the most stable? From the structures above, A.